No. 1
ORCA calculation (ωB97M-V/def2-TZVPD) on an isolated ion of composition C12H24N3 and charge +1 in a non-equilibrium geometry.

## Properties
spin multiplicity = 1
ΔE to the lowest compared entry with this formula, charge and spin = 167.8 kcal per mole
charge = +1
LUMO level (spin up / spin down) = -4.8 / -4.8 eV
E = -17290.889 eV

```
39
Properties=species:S:1:pos:R:3:forces:R:3
C -1.505238 0.509812 1.566107 -3.219 1.070 1.747
C -1.319038 0.034091 0.235217 1.898 -0.507 -3.120
C 4.006695 0.640504 -0.499213 -1.741 2.808 -3.364
C 1.091853 -2.963172 0.878552 -3.076 -1.107 5.198
C -3.438229 -0.859610 -0.665096 4.417 1.375 0.209
C -2.670900 1.671823 -1.163721 -4.609 -2.677 3.287
C 2.785638 1.623781 -0.486006 0.145 0.539 0.300
C 0.244467 -1.685589 1.235279 -0.184 -3.196 0.588
C 1.494064 0.917362 -0.016662 0.172 -1.109 0.196
C 1.046466 -0.346769 -0.805635 -0.505 -1.532 -1.379
C -2.331271 0.211963 -0.911831 2.872 -1.443 -0.437
C -0.212505 -0.967887 -0.086517 1.998 0.526 3.725
N -0.916385 1.842574 1.870046 -0.558 0.511 0.510
N 0.290423 1.703289 -0.013524 -2.264 -2.053 -0.241
N -0.116795 2.335372 1.144603 1.731 2.338 -0.426
H -2.639195 0.707262 1.846997 2.186 -0.553 -0.667
H -1.044985 0.062503 2.448112 -0.166 -1.153 -0.467
H 3.854335 0.034339 0.271350 0.327 -2.637 3.582
H 3.961673 0.015381 -1.425776 0.393 0.770 0.626
H 4.820657 1.337525 -0.444072 0.994 -0.561 0.022
H 1.959045 -2.860656 0.407224 3.728 0.972 -1.904
H 0.591860 -3.770162 0.441774 -1.402 -0.827 -1.415
H 1.298432 -3.525283 1.892753 0.095 1.404 -1.594
H -2.914590 -1.743430 -0.414210 0.217 -1.464 -0.564
H -4.005791 -0.829748 -1.484576 -2.338 -0.711 -3.182
H -3.969320 -0.675494 0.155731 -2.495 1.232 3.326
H -3.418454 1.655868 -1.913690 -0.396 0.566 -1.194
H -1.842447 2.198511 -1.335232 2.890 2.305 -0.987
H -3.253430 2.065412 -0.243972 1.123 -0.303 -1.242
H 2.862638 2.457358 0.272088 0.583 -0.781 -0.776
H 2.861596 2.105622 -1.489454 -1.168 -0.263 0.577
H 0.945540 -1.269127 1.972519 -0.709 1.133 -0.329
H -0.657970 -2.152970 1.853108 1.599 1.349 -1.333
H 1.551445 0.730682 1.087037 0.856 -0.702 -0.948
H 0.287573 2.232400 -0.842992 -0.555 1.657 -0.825
H 1.866341 -1.145219 -0.995830 -1.295 1.412 0.710
H 0.602440 -0.218677 -1.868208 1.170 0.852 1.425
H -1.709571 -0.249512 -1.831534 -1.451 1.291 1.652
H -0.457075 -1.830134 -0.640740 -1.262 -0.533 -1.285
```
Positions in Å, forces in eV/Å.

---

No. 2
ORCA calculation (ωB97M-V/def2-TZVPD) on a 2-piece molecular cluster, C8H12N2O overall in a non-equilibrium geometry.

## Properties
spin multiplicity = 1
ΔE to the lowest compared entry with this formula, charge and spin = 166.8 kcal per mole
LUMO level (spin up / spin down) = 0.2 / -1.6 eV
E = -13511.183 eV

```
23
Properties=species:S:1:pos:R:3:forces:R:3
C -0.539510 -1.708327 -2.620026 -0.297 -2.035 0.759
C -0.500192 -0.860517 -3.540620 0.313 0.888 0.135
C 1.294302 0.479803 1.804350 0.962 0.140 -1.323
C -0.170575 0.222172 2.151272 0.471 2.501 -2.985
C 1.281521 1.437032 0.564752 -0.143 -0.243 0.268
C -0.749640 -0.648504 0.998943 3.110 0.750 -1.060
C 0.599640 0.741202 -0.622654 1.323 2.028 -3.180
C -0.719744 0.250167 -0.242454 0.140 -1.837 2.454
N -0.624099 -2.579637 -1.698784 0.209 2.823 -0.283
N -1.789293 0.784189 -0.539026 -0.849 2.182 -2.167
O -2.962349 0.813186 -0.254747 -0.940 -0.473 0.437
H -0.344104 0.167475 -3.871529 -0.222 -0.903 0.099
H 1.923087 1.024159 2.571619 -0.760 -1.177 -0.431
H 1.687231 -0.548888 1.456061 0.202 1.675 0.916
H -0.213103 -0.329982 2.993976 -0.560 -1.332 3.216
H -0.633394 1.288740 2.193795 0.080 -2.112 0.350
H 0.654910 2.320548 0.888857 0.881 -0.593 -0.593
H 2.291670 1.745074 0.225636 -0.535 0.017 0.492
H 0.013828 -1.445463 0.700127 -1.269 0.504 0.986
H -1.695292 -1.027440 1.233987 -1.399 -0.669 0.030
H 0.577539 1.455497 -1.561244 -0.511 -0.877 1.932
H 1.253099 -0.012791 -1.090336 -0.197 -0.392 0.807
H -0.635531 -3.567695 -1.741956 -0.007 -0.869 -0.862
```
Positions in Å, forces in eV/Å.

---

No. 3
ORCA calculation (ωB97M-V/def2-TZVPD) on an isolated ion of composition C5H12NO and charge -1 in a non-equilibrium geometry.

## Properties
spin multiplicity = 1
SMILES string = CC[C@@H](C[O-])NC
ΔE to the lowest compared entry with this formula, charge and spin = 54.1 kcal per mole
charge = -1
LUMO level = 4.0 eV
E = -8914.718 eV

```
19
Properties=species:S:1:pos:R:3:forces:R:3
C 1.961199 -0.706864 -1.100317 2.841 1.571 3.052
N 1.695099 -0.353077 0.374216 -0.958 -1.390 -1.632
C -1.828559 1.528418 0.090553 -2.509 0.921 -2.585
C -0.441930 1.211748 -0.234992 4.423 -2.071 -0.848
C 0.236994 0.014548 0.542984 -1.400 -0.197 4.243
C -0.647693 -1.289835 0.702684 0.075 1.027 -0.926
O -0.102457 -2.174872 1.460452 2.154 -2.280 2.805
H 1.919958 0.168425 -1.737430 -0.003 0.302 0.001
H 1.328563 -1.423615 -1.447174 -1.894 -2.180 -1.112
H 3.016049 -1.096975 -1.094092 -0.885 0.295 -0.348
H 1.750370 -1.330989 0.911801 -0.787 2.383 -1.131
H -2.352726 2.296827 -0.547895 1.336 0.064 -0.287
H -2.582264 0.783113 -0.159485 0.410 -0.862 0.948
H -1.978395 2.023506 0.987275 -0.198 0.064 2.465
H -0.258210 0.909167 -1.305659 -0.434 0.946 0.656
H 0.336347 1.911759 0.134029 -0.867 0.844 -1.085
H 0.278233 0.397403 1.652553 -0.290 -0.495 -1.519
H -1.699586 -1.135326 1.050083 -0.050 1.016 -0.604
H -0.630996 -1.733361 -0.279583 -0.966 0.041 -2.091
```
Positions in Å, forces in eV/Å.

---

No. 4
ORCA calculation (ωB97M-V/def2-TZVPD) on a 5-piece molecular cluster, C35H41ClF4N2O4 overall in a non-equilibrium geometry.

## Properties
spin multiplicity = 1
SMILES string = CCCCN[C@](C)(CCCCl)OC(=O)CON=O.Fc1ccccc1.Fc1ccccc1.Fc1ccccc1.Fc1ccccc1
LUMO level = -0.4 eV
E = -71518.470 eV

```
87
Properties=species:S:1:pos:R:3:forces:R:3
C 3.764645 3.640229 0.208196 -0.276 -0.022 0.201
C 4.284847 3.388525 -1.205183 -0.486 -0.111 0.221
C 3.656363 2.159117 -1.893450 0.289 0.760 -0.092
C 2.136120 2.364241 -2.177927 1.029 -0.507 -0.484
N 1.247281 1.216988 -1.956871 0.177 1.254 0.643
C 0.953947 0.850225 -0.559845 -0.456 -2.277 -0.122
C 1.917321 -0.243178 -0.022792 0.120 1.278 0.395
C -0.459866 0.153327 -0.549963 0.676 0.244 -0.929
C -1.443476 0.605465 -1.643261 -0.400 -0.517 0.934
C -1.407836 -0.210305 -2.925127 -0.370 0.890 -0.327
Cl -1.716494 -1.961178 -2.706244 0.295 0.208 -0.092
O 1.050243 1.930923 0.367770 0.131 0.384 -1.037
C -0.073960 2.694293 0.491858 1.421 0.830 -2.881
O -0.800967 2.531862 1.364743 -2.843 -0.780 3.841
C -0.354563 3.839738 -0.488040 0.973 0.392 0.408
O -1.581116 4.493261 -0.207005 -0.050 -0.403 -0.841
N -1.281721 5.625181 0.641300 0.333 0.459 0.393
O -1.346376 6.621588 0.055828 -0.341 -0.210 0.043
H 3.749739 2.734068 0.815257 0.160 -0.094 -0.046
H 2.729921 3.982283 0.192392 -0.039 0.038 -0.020
H 4.327960 4.394588 0.759403 0.138 0.012 -0.177
H 5.371707 3.309314 -1.174869 0.026 -0.078 -0.175
H 4.022217 4.251021 -1.827334 0.276 0.114 0.024
H 4.167662 2.102677 -2.859317 -0.044 -0.320 -0.027
H 3.901905 1.232757 -1.375235 -0.389 0.433 0.176
H 2.064676 2.589273 -3.245084 -0.180 0.085 0.017
H 1.820098 3.270538 -1.669680 -0.326 -0.261 0.203
H 1.660728 0.408747 -2.403698 -0.048 -0.006 -0.026
H 2.348513 -0.809794 -0.840367 -0.176 -0.303 0.034
H 2.728562 0.257810 0.509614 0.145 -0.124 -0.057
H 1.378470 -0.863172 0.690081 0.133 -0.186 -0.035
H -0.235023 -0.892618 -0.765600 -0.115 -0.061 0.097
H -0.893427 0.157832 0.446530 0.029 0.182 0.064
H -2.443656 0.491181 -1.225332 -0.098 0.114 -0.074
H -1.327348 1.653231 -1.904900 0.097 0.071 -0.130
H -0.496351 -0.023699 -3.482029 0.287 -0.487 0.108
H -2.207978 0.162531 -3.561845 -0.117 -0.186 -0.052
H 0.447829 4.571243 -0.324317 0.216 -0.172 -0.196
H -0.285026 3.556975 -1.534739 -0.310 -0.124 -0.019
F 4.519717 -0.591926 -1.775148 0.165 -0.403 -0.106
C 4.762655 -1.689863 -2.527469 0.108 -0.315 -0.238
C 3.890923 -2.015149 -3.547704 -0.227 0.182 -0.002
C 4.147138 -3.140900 -4.316148 0.121 -0.048 0.081
C 5.260348 -3.927017 -4.047519 0.010 -0.044 -0.041
C 6.121225 -3.585378 -3.013308 -0.137 0.023 -0.149
C 5.874770 -2.454659 -2.249750 0.206 0.122 0.134
H 3.024047 -1.393685 -3.735991 0.024 0.004 -0.008
H 3.477594 -3.405408 -5.123831 -0.019 0.019 0.027
H 5.455493 -4.807756 -4.645453 -0.004 0.015 0.013
H 6.985095 -4.200097 -2.799416 -0.008 0.026 0.034
H 6.536348 -2.166013 -1.444663 -0.020 0.013 -0.010
F -2.950198 -1.447232 0.058288 -0.077 -0.101 0.097
C -3.735225 -1.221914 1.129560 -0.213 0.093 0.301
C -3.898748 0.073545 1.582350 0.118 0.187 -0.174
C -4.711001 0.303850 2.683345 -0.007 -0.162 0.015
C -5.338213 -0.758881 3.320246 0.044 -0.019 0.144
C -5.157957 -2.054341 2.853914 0.049 0.160 -0.030
C -4.354659 -2.290302 1.747083 0.017 -0.244 -0.090
H -3.394614 0.889198 1.078001 0.011 -0.017 0.019
H -4.854533 1.313822 3.044503 0.030 -0.003 -0.016
H -5.967821 -0.576157 4.179441 0.003 -0.005 -0.018
H -5.643996 -2.882904 3.352449 0.006 -0.002 -0.027
H -4.207871 -3.291473 1.362812 0.033 0.027 -0.015
F -8.219312 0.381477 4.112957 0.004 0.025 0.065
C -9.006215 0.352682 3.018779 -0.230 -0.015 -0.357
C -8.462211 -0.008655 1.800720 0.227 -0.057 -0.013
C -9.282468 -0.038384 0.681974 -0.142 0.061 0.113
C -10.624759 0.299971 0.791185 -0.044 -0.011 -0.101
C -11.151412 0.664329 2.022331 0.106 -0.045 -0.074
C -10.339611 0.686956 3.146980 -0.092 0.069 0.231
H -7.412846 -0.262084 1.731592 -0.013 0.000 0.040
H -8.872398 -0.325968 -0.277253 0.030 0.009 0.023
H -11.260194 0.279219 -0.084936 0.008 0.003 0.020
H -12.196425 0.932019 2.107891 0.013 -0.011 0.027
H -10.733457 0.960705 4.117231 0.041 0.005 -0.002
F 6.492611 -4.252550 0.051016 0.027 -0.063 0.072
C 6.173176 -3.579525 1.176333 -0.110 0.164 0.288
C 6.905964 -3.805642 2.324256 0.214 -0.156 -0.003
C 6.580139 -3.109926 3.479450 -0.128 0.073 -0.083
C 5.524099 -2.208310 3.474950 -0.006 0.043 0.088
C 4.794974 -1.997441 2.312747 0.118 -0.059 0.072
C 5.122287 -2.682748 1.151662 -0.129 0.012 -0.217
H 7.720558 -4.518139 2.309419 -0.013 0.010 -0.034
H 7.150750 -3.272090 4.384390 0.001 -0.026 -0.021
H 5.269674 -1.670114 4.378905 0.000 -0.008 -0.019
H 3.968705 -1.298288 2.309228 0.010 -0.008 -0.034
H 4.569837 -2.526035 0.234769 -0.012 -0.042 0.015
```
Positions in Å, forces in eV/Å.